Entry 1:
# C46H101N4O13V2

A molecular structure, C46H101N4O13V2 at a distorted geometry (ωB97M-V with the def2-TZVPD basis set, the Open Molecules 2025 dataset).

Properties
total energy	-133283.360	eV
LUMO (alpha / beta)	-4.55 / -3.80	eV
M	1020.2	Da
frontier orbital gap (alpha / beta)	0.19507 / 0.22274	hartree

Geometry as ORCA input:
```
! RIJCOSX wB97M-V def2-TZVPD def2/J DEFGRID3
* xyz 1 3
O 2.6418 2.6036 -4.5525
V 1.8914 2.8326 -3.2439
O -0.1757 2.7985 -3.3624
V -0.6716 4.1407 -2.1459
O 1.2787 4.6271 -2.6840
C 1.2922 5.6312 -3.7044
C -0.0298 6.4766 -3.4994
O -1.1336 5.5822 -3.2975
H 1.3946 5.1383 -4.6698
H 2.2985 6.1416 -3.6220
H -0.1683 7.2361 -4.3185
H 0.2089 6.9739 -2.5657
C 0.6316 0.5323 -0.1382
C 0.6774 1.7126 -1.0658
O 0.2269 2.8034 -0.6462
O 1.2270 1.3957 -2.2023
H 0.0261 0.9636 0.6709
H 1.5822 0.0403 0.0034
H 0.0749 -0.2148 -0.6552
C 5.7511 3.1531 -3.3242
C 4.9340 2.7699 -2.0893
O 3.6074 3.5004 -2.0021
H 5.4482 2.5405 -4.1620
H 6.8416 2.9723 -3.1496
H 5.3584 4.0832 -3.6800
H 5.4662 3.1156 -1.2310
H 4.8598 1.6983 -1.9660
H 3.6253 4.2414 -1.3905
C -0.9470 7.1172 0.9027
C -1.9632 6.3367 -0.0262
O -1.5079 5.0786 -0.3839
H -0.4944 6.5449 1.6827
H -1.4798 8.0305 1.2740
H -0.1895 7.4717 0.2037
H -2.1443 6.9453 -0.9465
H -2.8580 6.2037 0.6003
H -1.9297 4.4424 0.1994
C -4.7360 2.9990 -0.9239
C -3.8363 3.6890 -1.9032
O -2.5356 3.1736 -2.1381
H -4.9941 2.0387 -1.3352
H -5.6643 3.5182 -0.8700
H -4.2011 3.0031 0.0350
H -3.6229 4.7221 -1.6043
H -4.3518 3.8398 -2.8276
H -2.5550 2.7347 -3.0113
C 5.1511 -3.3074 4.8445
C 4.2497 -2.0462 4.8310
C 4.8919 -0.9574 4.0013
C 5.0357 -1.3529 2.5267
C 3.7249 -1.6739 1.8748
C 2.9374 -2.6903 2.6600
N 2.9163 -2.2386 4.1610
O 2.2897 -3.4154 4.8218
C 1.5260 -2.6071 2.1539
C 3.4493 -4.1029 2.3936
C 3.9716 -1.6296 6.2409
H 6.0028 -3.0241 5.4532
H 5.4671 -3.5981 3.8893
H 4.7426 -4.1390 5.4118
H 4.4071 0.0241 3.9451
H 5.8951 -0.7186 4.3166
H 5.6841 -2.2711 2.4679
H 5.5769 -0.5797 1.9835
H 3.8121 -2.1135 0.8803
H 3.1186 -0.7530 1.7889
H 1.5249 -2.6282 1.0316
H 0.9623 -3.4138 2.6350
H 0.9768 -1.7283 2.4160
H 3.4440 -4.8388 3.2310
H 2.9503 -4.5652 1.5171
H 4.4856 -4.0784 2.0424
H 3.2410 -0.7810 6.2393
H 4.8545 -1.3374 6.7574
H 3.4754 -2.4675 6.7825
H 1.6113 -2.9307 5.2944
C -2.1470 -2.9675 0.1009
C -3.5860 -2.5129 -0.0497
C -3.7237 -2.0954 -1.5179
C -3.7928 -3.3259 -2.4136
C -4.9426 -4.1945 -2.0545
C -4.7989 -4.6625 -0.6070
N -4.6303 -3.5074 0.2424
O -4.4427 -3.9048 1.6225
C -6.0809 -5.2752 -0.2375
C -3.7005 -5.7262 -0.4913
C -3.7948 -1.2488 0.8159
H -1.5201 -2.1698 -0.2220
H -1.9016 -3.8601 -0.4131
H -1.9091 -3.1333 1.1396
H -4.6936 -1.6005 -1.7276
H -2.8521 -1.4525 -1.8286
H -2.9077 -3.8262 -2.1119
H -3.6740 -3.0562 -3.4645
H -5.1677 -4.9825 -2.7388
H -5.8450 -3.6060 -2.1344
H -6.9385 -4.6545 -0.4929
H -6.1585 -6.1750 -0.8264
H -6.1819 -5.5762 0.8260
H -4.1186 -6.6918 -0.7181
H -2.8117 -5.5516 -1.1479
H -3.3745 -5.8478 0.5440
H -3.4355 -1.4735 1.8167
H -4.8980 -1.1496 0.8610
H -3.2860 -0.4755 0.2772
H -3.5384 -4.2490 1.8350
C 1.5934 -0.7574 -6.0730
C 2.3357 -2.0556 -5.6739
C 3.3455 -1.7547 -4.5089
C 2.4991 -1.4919 -3.2190
C 1.7769 -2.7747 -2.9206
C 0.6956 -3.0812 -3.9839
N 1.3457 -3.0497 -5.3029
O 0.3896 -3.1370 -6.3321
C 0.1239 -4.5100 -3.7562
C -0.4582 -2.0808 -3.7323
C 3.0567 -2.6008 -6.9526
H 0.7294 -0.9779 -6.6928
H 2.1964 -0.1833 -6.7933
H 1.1994 -0.1034 -5.2575
H 4.0183 -2.5477 -4.4088
H 3.7642 -0.8430 -4.8320
H 1.8616 -0.6565 -3.4096
H 3.2268 -1.2458 -2.3925
H 1.2863 -2.7781 -1.9183
H 2.5056 -3.6098 -2.9616
H -0.9250 -4.4813 -4.1639
H 0.6797 -5.3166 -4.3304
H -0.0512 -4.7779 -2.6922
H -0.8868 -2.2715 -2.7666
H -0.1162 -1.0836 -3.8203
H -1.2398 -2.1958 -4.5210
H 3.8821 -1.9103 -7.2517
H 2.3431 -2.7228 -7.7355
H 3.4814 -3.5515 -6.6764
H 0.3336 -4.1005 -6.4523
C -0.7135 -0.1501 4.7059
C -0.7245 1.4088 4.5666
C -0.0972 1.7651 3.2059
C -0.3788 3.1632 2.7009
C -1.8910 3.4509 2.7514
C -2.5358 3.0982 4.1440
N -2.0956 1.7534 4.4202
O -2.8695 1.2500 5.5261
C -2.0991 4.1496 5.1941
C -4.0677 3.1223 3.9455
C 0.0617 1.9574 5.7644
H 0.3659 -0.4066 4.5156
H -1.2195 -0.5749 3.8705
H -1.0987 -0.3967 5.6916
H 0.9516 1.5167 3.2784
H -0.5158 1.0588 2.5125
H -0.1225 3.2359 1.6922
H 0.1837 3.8785 3.2865
H -2.3767 2.8653 1.9654
H -2.1209 4.5501 2.6002
H -1.0251 4.3656 5.1650
H -2.7512 5.0226 5.1401
H -2.3867 3.7787 6.1595
H -4.5767 3.1365 4.9049
H -4.3490 4.0081 3.4062
H -4.4534 2.2835 3.3128
H -0.4600 1.6660 6.6805
H 0.1515 3.0310 5.8232
H 1.0464 1.5237 5.8320
H -3.5027 0.6771 5.0600
*
```



Entry 2:
# C5H9IN

A gas-phase ion, C5H9IN (charge +1) at a distorted geometry (ωB97M-V with the def2-TZVPD basis set, the Open Molecules 2025 dataset).

Properties
SMILES string	CCC(C)=[N+]=CI
total energy	-14909.090	eV
LUMO (alpha / beta)	-6.93 / -6.51	eV
energy relative to the best compared isomer or geometry (same formula, charge and spin)	499.86	kJ/mol
M	210.0	Da
frontier orbital gap (alpha / beta)	0.25806 / 0.28397	hartree

Geometry as ORCA input:
```
! RIJCOSX wB97M-V def2-TZVPD def2/J DEFGRID3
* xyz 1 1
C -1.2580 -1.7661 -0.3835
C -1.2405 -0.5184 0.4927
C 0.0194 0.3771 0.2831
C -0.2043 1.4916 -0.6601
N 1.0635 0.0943 0.8514
C 2.7424 0.7970 0.8573
I 4.0076 0.0920 -0.5100
H -0.9045 -2.6691 0.1272
H -0.5609 -1.5712 -1.3081
H -2.2417 -1.8008 -0.6632
H -1.2463 -0.8906 1.4505
H -2.0722 0.2040 0.0770
H -0.9375 2.2820 -0.1312
H -0.8219 0.9341 -1.5258
H 0.7820 2.0471 -0.8479
H 2.8729 0.8970 1.8905
*
```



Entry 3:
# C35H47IN5O5PTi

A molecular structure, C35H47IN5O5PTi (ωB97M-V with the def2-TZVPD basis set, the Open Molecules 2025 dataset).

Properties
total energy	-95218.185	eV
LUMO	-12.05	eV
energy relative to the best compared isomer or geometry (same formula, charge and spin)	81.68	kJ/mol
M	823.5	Da
frontier orbital gap	0.20461	hartree

Geometry as ORCA input:
```
! RIJCOSX wB97M-V def2-TZVPD def2/J DEFGRID3
* xyz 4 1
Ti 0.4787 -0.5860 -0.4165
C -6.3997 -1.0137 1.4469
C -4.9532 -0.7111 1.1839
C -4.3409 0.3999 1.7685
C -2.9927 0.6954 1.5588
C -2.4354 1.9575 2.0842
N -1.8769 2.0992 3.2255
C -1.5935 1.0537 4.2303
C -0.1088 1.0121 4.5787
C 0.7690 0.5054 3.4363
N 2.1118 0.2133 3.9605
C 3.2799 0.2524 3.3998
C 3.7120 0.4445 2.0394
C 5.0407 0.9033 1.9191
C 5.6828 1.0817 0.7015
C 7.0769 1.6303 0.6088
C 4.9947 0.6457 -0.4216
C 3.6872 0.1347 -0.3631
C 3.1976 -0.5748 -1.5206
N 2.0551 -1.1706 -1.6551
C 1.9339 -2.0974 -2.8132
C 0.5004 -2.4275 -3.1732
C -0.3079 -3.0283 -2.0319
N -0.8282 -1.9867 -1.1038
C -2.0848 -2.0644 -0.7928
C -2.8257 -1.2224 0.1105
C -4.1789 -1.4993 0.3423
C -2.2252 -0.1298 0.7428
O -0.9099 0.0761 0.5748
C 3.0075 0.0925 0.8671
O 1.7652 -0.3839 0.9222
H -6.5731 -1.1765 2.5112
H -6.7203 -1.9048 0.9126
H -7.0328 -0.1830 1.1333
H -4.9366 1.0553 2.3957
H -2.5278 2.8668 1.4933
H -1.6070 3.0461 3.4900
H -1.9572 0.1079 3.8317
H -2.1767 1.3086 5.1156
H -0.0285 0.3355 5.4343
H 0.2270 1.9908 4.9312
H 0.8773 1.2316 2.6323
H 0.3512 -0.4075 3.0124
H 2.1367 0.0076 4.9550
H 4.0915 0.1158 4.1100
H 5.5891 1.1321 2.8270
H 7.4991 1.8087 1.5951
H 7.0806 2.5759 0.0657
H 7.7315 0.9386 0.0786
H 5.5000 0.6571 -1.3822
H 3.9208 -0.6953 -2.3290
H 2.4548 -3.0134 -2.5245
H 2.4601 -1.6701 -3.6684
H 0.5389 -3.1650 -3.9768
H -0.0171 -1.5579 -3.5880
H 0.2796 -3.7288 -1.4313
H -1.1605 -3.5825 -2.4224
H -2.6611 -2.8556 -1.2696
H -4.6290 -2.3571 -0.1453
I -2.5731 -5.4932 0.1470
C -1.4748 -4.7347 1.7589
C -1.6536 -5.3096 3.0135
C -0.9066 -4.8152 4.0663
C -0.0153 -3.7741 3.8278
C 0.0800 -3.2806 2.5419
N -0.6355 -3.7413 1.5082
H -2.3430 -6.1301 3.1530
H -1.0050 -5.2510 5.0518
H 0.6110 -3.3905 4.6223
H 0.8004 -2.5022 2.2993
C -1.6604 4.1496 -2.8155
C -0.5281 3.8996 -1.8579
O -0.5383 2.5042 -1.3328
P 0.0635 1.2802 -2.1152
O 1.4179 1.6561 -2.7848
C 1.6202 2.2805 -4.1316
C 2.9005 3.0617 -4.0926
O -0.8652 0.8759 -3.3089
C -2.3380 0.7964 -3.3078
C -2.8166 0.9491 -4.7248
H -1.6329 5.1981 -3.1163
H -2.6287 3.9702 -2.3487
H -1.5807 3.5477 -3.7214
H -0.6082 4.5072 -0.9609
H 0.4539 4.0658 -2.2985
H 0.7507 2.8983 -4.3448
H 1.6476 1.4534 -4.8369
H 2.8500 3.8869 -3.3828
H 3.0892 3.4812 -5.0813
H 3.7439 2.4203 -3.8382
H -2.7127 1.5822 -2.6513
H -2.5960 -0.1793 -2.8935
H -2.5741 1.9328 -5.1235
H -3.9010 0.8350 -4.7470
H -2.3829 0.1869 -5.3704
*
```